(1)
This record from the OMol25 dataset describes C25H65O28S8V as an isolated structure. The level of theory is wB97M-V/def2-TZVPD.

Geometry as XYZ:
```
127
Properties=species:S:1:pos:R:3:forces:R:3:lowdin_charge:R:1
O -0.106 0.335 -0.765 -0.270 -0.429 -0.351 -0.2017
V 0.393 -1.079 -1.073 0.366 0.774 0.015 1.0546
O 0.802 -0.873 -5.053 0.069 0.044 -0.385 0.1640
C 0.762 -0.989 -3.737 0.394 -0.775 1.692 -0.7667
O 0.199 -1.993 -3.189 -0.247 0.047 0.122 -0.0591
O 1.353 -0.169 -3.000 -0.248 0.542 -0.411 -0.0224
H 0.375 -1.658 -5.422 -0.162 0.107 -0.018 0.1339
O 0.994 5.211 -0.857 0.846 0.469 0.102 -0.2576
S -0.166 4.598 -1.401 -0.366 0.789 -0.430 0.5151
O -0.391 3.224 -1.195 -0.210 -1.427 0.251 -0.2476
O -1.433 5.309 -0.807 -0.394 0.544 -0.513 -0.2919
C -1.591 6.745 -1.005 0.830 0.192 0.195 -0.2443
C -2.571 7.227 0.028 -0.126 -0.748 -0.218 -0.0503
C -0.296 4.936 -3.120 0.195 -0.083 -0.269 -0.0980
H -1.913 6.956 -2.027 -0.162 -0.214 0.026 0.1194
H -0.605 7.203 -0.870 -0.086 -0.008 0.043 0.1219
H -2.264 6.852 1.003 0.076 0.298 0.124 0.0842
H -3.533 6.760 -0.190 -0.168 0.333 0.084 0.0864
H -2.628 8.309 0.006 -0.155 0.065 0.106 0.0885
H -0.194 5.999 -3.313 -0.062 0.040 0.008 0.0750
H -1.245 4.536 -3.467 -0.094 0.108 0.004 0.0712
H 0.504 4.402 -3.631 0.067 -0.013 0.125 0.0852
O 1.946 -1.848 3.055 0.803 0.122 0.431 -0.2358
S 0.749 -2.115 2.340 -0.420 -0.075 0.680 0.5606
O 0.480 -1.344 1.181 -0.281 0.419 -1.218 -0.2954
O 0.717 -3.610 1.895 0.149 -0.652 0.003 -0.2767
C 1.169 -4.622 2.873 0.127 0.339 -0.521 -0.1964
C 2.455 -5.232 2.358 -0.301 -0.095 0.679 -0.0468
C -0.630 -2.012 3.415 0.016 -0.008 0.142 -0.0780
H 0.341 -5.323 2.925 0.036 -0.076 0.159 0.1280
H 1.340 -4.122 3.825 -0.155 -0.163 0.096 0.1152
H 3.255 -4.505 2.488 0.069 0.016 -0.387 0.0841
H 2.326 -5.562 1.330 0.160 0.055 -0.053 0.0656
H 2.702 -6.092 2.986 -0.031 -0.054 -0.090 0.0949
H -1.428 -2.625 3.000 -0.078 0.202 -0.080 0.0599
H -0.887 -0.959 3.469 -0.094 0.112 0.017 0.0601
H -0.330 -2.369 4.398 0.029 -0.013 0.015 0.0854
O -1.005 -2.714 -0.593 0.337 0.485 -0.474 -0.3109
S -1.990 -3.625 -0.114 -0.279 -0.286 -0.556 0.5932
O -2.594 -3.427 1.157 -0.015 -0.072 0.778 -0.2442
O -3.113 -3.649 -1.204 0.228 -0.086 -0.202 -0.2272
C -4.317 -4.383 -0.871 -1.219 0.528 0.203 -0.2202
C -5.419 -3.416 -0.457 0.097 0.150 0.429 -0.0498
C -1.292 -5.236 -0.252 -0.021 0.346 -0.055 -0.0690
H -4.139 -5.075 -0.053 0.184 -0.182 -0.107 0.1096
H -4.635 -4.903 -1.771 0.390 -0.229 -0.049 0.1302
H -5.794 -2.814 -1.283 0.063 -0.153 0.073 0.0611
H -5.047 -2.730 0.307 0.009 -0.062 -0.150 0.0550
H -6.258 -3.948 -0.005 0.031 -0.185 -0.174 0.0924
H -1.088 -5.351 -1.313 0.114 -0.229 0.005 0.0924
H -1.999 -5.966 0.125 -0.020 -0.108 -0.023 0.0786
H -0.369 -5.234 0.319 0.046 -0.031 0.008 0.0582
O 2.107 -5.152 -1.341 -0.331 -0.606 0.046 -0.2359
S 2.598 -3.824 -1.218 0.374 -0.331 -0.932 0.5716
O 1.712 -2.809 -0.754 -0.185 0.328 0.442 -0.3278
O 3.803 -3.820 -0.233 0.440 0.106 0.076 -0.2549
C 4.774 -4.919 -0.370 0.164 0.216 0.191 -0.2140
C 6.027 -4.483 0.343 0.200 0.128 0.157 -0.0568
C 3.236 -3.288 -2.760 0.427 0.241 0.138 -0.0715
H 4.975 -5.091 -1.426 -0.149 -0.095 -0.008 0.1166
H 4.331 -5.799 0.088 -0.046 -0.079 -0.156 0.1159
H 6.415 -3.552 -0.073 -0.090 -0.048 0.041 0.0754
H 6.820 -5.224 0.242 -0.144 -0.168 -0.080 0.0915
H 5.841 -4.350 1.409 -0.016 0.092 -0.040 0.0846
H 2.390 -3.368 -3.438 0.051 0.177 -0.119 0.0816
H 4.076 -3.893 -3.091 -0.167 -0.306 0.036 0.0787
H 3.605 -2.267 -2.638 -0.326 0.119 -0.075 0.0795
O -2.937 0.138 -4.364 0.338 0.139 -0.453 -0.2639
S -3.293 -0.160 -3.014 -0.994 -0.069 -0.339 0.5706
O -2.335 -0.741 -2.152 0.799 -0.445 0.571 -0.2695
O -3.882 1.137 -2.341 0.076 0.599 -0.425 -0.2609
C -3.376 2.415 -2.837 0.191 -0.459 0.184 -0.2292
C -4.191 3.465 -2.147 0.301 0.302 0.457 -0.0432
C -4.775 -1.111 -3.015 -0.114 -0.003 -0.146 -0.1000
H -3.450 2.455 -3.924 -0.186 -0.136 0.048 0.1192
H -2.321 2.441 -2.565 0.070 0.263 0.030 0.1029
H -3.991 3.455 -1.074 -0.101 -0.122 -0.108 0.0598
H -5.257 3.301 -2.283 -0.029 0.119 -0.217 0.0926
H -3.884 4.449 -2.508 -0.237 0.030 -0.106 0.0809
H -5.202 -0.979 -4.004 -0.166 -0.024 -0.004 0.0777
H -5.421 -0.708 -2.240 0.014 -0.125 0.010 0.0577
H -4.543 -2.155 -2.830 0.164 0.076 -0.065 0.0544
O 4.415 0.266 -1.864 0.618 -0.483 -0.648 -0.2285
S 3.454 0.655 -0.897 0.233 1.475 -0.288 0.5613
O 2.429 -0.244 -0.531 -1.423 -2.014 0.465 -0.3085
O 4.190 1.031 0.422 0.363 0.384 0.632 -0.2501
C 5.437 0.368 0.753 0.264 -0.498 -0.349 -0.2107
C 5.250 -1.115 0.968 -0.475 -0.390 0.834 -0.0700
C 2.730 2.176 -1.305 0.273 0.610 -0.393 -0.0989
H 5.769 0.885 1.647 0.035 0.014 0.030 0.1246
H 6.151 0.508 -0.062 -0.073 0.366 0.098 0.1219
H 5.194 -1.691 0.047 0.039 0.236 -0.043 0.0552
H 4.333 -1.317 1.535 -0.021 0.125 -0.165 0.0821
H 6.039 -1.529 1.602 0.232 0.157 -0.252 0.0901
H 1.896 2.413 -0.652 -0.061 -0.223 0.088 0.0379
H 2.411 2.074 -2.342 -0.198 -0.110 0.052 0.0831
H 3.508 2.937 -1.251 -0.024 0.000 0.014 0.0913
O 0.301 1.206 3.795 -0.517 -0.435 0.575 -0.2557
S 1.113 1.901 2.863 0.317 0.371 -0.749 0.5438
O 0.934 1.685 1.462 0.150 -0.094 -0.087 -0.2636
O 0.882 3.429 3.152 0.223 0.331 0.073 -0.2429
C 1.486 4.399 2.234 -0.088 -0.023 -0.244 -0.2433
C 2.358 5.341 3.024 0.136 -0.014 0.143 -0.0513
C 2.808 1.669 3.282 -0.114 0.570 -0.027 -0.0949
H 0.662 4.880 1.709 0.016 0.086 0.196 0.1025
H 2.065 3.886 1.462 -0.113 -0.104 0.098 0.1029
H 2.658 6.208 2.436 -0.118 -0.056 -0.160 0.0872
H 3.276 4.829 3.321 -0.051 0.048 0.155 0.0757
H 1.845 5.699 3.915 -0.014 -0.017 0.006 0.0871
H 3.043 0.635 3.045 0.124 -0.056 0.208 0.0620
H 2.922 1.962 4.323 0.011 -0.423 0.108 0.0857
H 3.400 2.361 2.686 0.014 -0.181 -0.209 0.0626
O -4.723 -0.290 -0.032 -0.955 -0.076 -0.368 -0.2555
S -3.732 0.011 0.933 1.028 -0.272 0.621 0.5496
O -2.396 -0.462 0.734 -0.068 -0.145 0.215 -0.2774
O -3.678 1.559 1.137 -0.131 0.378 -0.306 -0.2313
C -2.365 2.161 1.328 0.354 0.980 0.419 -0.2151
C -2.582 3.674 1.361 -0.612 -0.820 -0.154 -0.0445
C -4.265 -0.552 2.522 -0.005 0.129 -0.437 -0.0934
H -1.685 1.879 0.527 -0.101 -0.197 0.076 0.0882
H -1.974 1.838 2.294 0.054 -0.241 -0.085 0.1110
H -3.450 3.871 1.991 0.036 0.170 0.060 0.0922
H -2.785 4.026 0.348 0.095 0.087 0.448 0.0372
H -1.718 4.178 1.785 0.118 -0.014 -0.109 0.0748
H -3.489 -0.249 3.218 0.017 -0.198 0.190 0.0682
H -4.346 -1.631 2.398 0.084 -0.046 0.315 0.0617
H -5.220 -0.112 2.791 -0.063 0.025 -0.083 0.0783
```
Positions in Å, forces in eV/Å.

Output
Highest occupied orbital energy (alpha / beta): -11.2 / -11.7 eV
E: -196673.819 eV
Frontier orbital gap (alpha / beta): 9.37 / 10.25 eV
Charge: +1
Spin multiplicity: 2



(2)
This record from the OMol25 dataset describes C6H10N2 as an isolated structure. The level of theory is wB97M-V/def2-TZVPD.

Geometry as XYZ:
```
18
Properties=species:S:1:pos:R:3:forces:R:3:lowdin_charge:R:1
C -0.716 1.959 0.053 1.977 1.694 1.990 -0.1347
C 0.271 0.291 -1.001 0.374 0.364 2.772 -0.1537
C 0.603 -1.220 -0.559 2.127 -1.584 0.471 -0.1317
C 0.900 -1.103 1.086 3.470 -1.935 -2.979 -0.2814
C -0.786 -1.524 0.131 -0.634 1.393 0.039 -0.1184
C 0.189 0.710 0.484 -8.888 -0.877 -0.014 -0.2700
H -0.718 2.869 0.874 0.834 -1.845 -2.325 0.1345
H -1.800 2.004 -0.230 1.005 -1.350 -0.105 0.1006
H -0.027 2.127 -2.071 0.906 0.011 2.854 0.1296
H -0.553 0.391 -1.672 -1.463 -1.821 0.484 0.0900
H 1.241 -2.154 -1.097 -2.000 2.816 0.922 0.1686
H 1.885 -0.606 1.213 -0.778 -0.083 0.897 0.1230
H 0.986 -2.121 1.334 0.353 -1.330 0.993 0.0828
H -1.792 -1.329 -0.349 1.223 -0.023 0.410 0.1226
H -0.694 -2.555 0.467 -0.557 0.043 0.185 0.0951
H 1.053 0.886 1.039 1.289 1.656 -0.153 0.1027
N 0.342 1.922 -1.048 0.498 1.914 -3.404 -0.0673
N -0.383 -0.548 1.347 0.265 0.958 -3.037 0.0077
```
Positions in Å, forces in eV/Å.

Output
Highest occupied orbital energy: -8.5 eV
E: -9355.178 eV
Frontier orbital gap: 9.27 eV
Charge: 0



(3)
This record from the OMol25 dataset describes one molecule with the formula C4H8N2O. The level of theory is wB97M-V/def2-TZVPD.

Geometry as XYZ:
```
15
Properties=species:S:1:pos:R:3:forces:R:3:lowdin_charge:R:1
C 1.832 0.476 0.821 0.222 0.069 0.006 -0.1210
N 0.380 0.490 0.774 -0.056 -0.231 -0.004 -0.0840
C -0.153 0.022 -0.488 -0.085 -0.096 -0.113 -0.3653
C -0.140 1.095 -1.507 -0.063 0.747 -0.620 -0.1722
N -0.190 1.935 -2.300 0.105 -0.855 0.746 0.1573
C -1.605 -0.448 -0.295 -0.063 0.239 -0.199 -0.2201
O -1.681 -1.422 0.724 0.069 -0.238 -0.084 -0.0538
H 2.239 1.240 0.150 -0.080 -0.093 0.072 0.0815
H 2.155 0.720 1.835 0.008 -0.027 -0.109 0.0808
H 2.273 -0.497 0.533 -0.108 0.173 0.069 0.0815
H -0.003 -0.120 1.492 0.073 0.122 -0.068 0.1052
H 0.431 -0.827 -0.903 -0.090 0.181 0.068 0.1484
H -2.002 -0.811 -1.253 0.050 0.047 0.182 0.1294
H -2.217 0.395 0.037 0.102 -0.076 -0.043 0.1340
H -1.319 -2.248 0.381 -0.084 0.037 0.097 0.0983
```
Positions in Å, forces in eV/Å.

Output
Highest occupied orbital energy: -9.7 eV
E: -9304.542 eV
Frontier orbital gap: 10.24 eV
SMILES: CN[C@H](C#N)CO
Charge: 0



(4)
This record from the OMol25 dataset describes C12H14IrN7O4Se as an isolated structure. The level of theory is wB97M-V/def2-TZVPD.

Geometry as XYZ:
```
39
Properties=species:S:1:pos:R:3:forces:R:3:lowdin_charge:R:1
Ir 0.312 -0.169 -1.528 0.182 0.132 0.526 1.2927
N -1.782 -0.304 -1.147 -0.105 -0.021 -0.004 -0.0688
C -2.285 1.110 -1.157 0.058 -0.057 -0.009 -0.0995
C -1.112 2.098 -1.193 -0.411 -0.207 -0.258 -0.5298
O -1.104 3.111 -0.544 0.039 0.190 -0.225 0.0973
N -0.114 1.637 -2.041 0.346 -0.011 0.236 -0.1602
C 1.051 2.438 -2.405 -0.013 -0.012 -0.134 -0.0927
C 2.338 1.670 -2.081 -0.059 -0.116 -0.012 -0.6329
O 3.396 2.203 -1.942 0.035 0.012 -0.110 0.1386
O 2.172 0.329 -2.015 0.192 0.172 0.030 -0.2909
H -2.264 -0.848 -1.858 0.018 -0.036 0.017 0.1198
H -2.014 -0.747 -0.264 0.021 0.021 -0.009 0.0838
H -2.919 1.313 -0.298 0.047 -0.016 0.039 0.1307
H -2.871 1.271 -2.061 -0.040 0.023 0.034 0.1378
H 1.043 3.431 -1.963 0.002 -0.059 0.139 0.1377
H 1.051 2.547 -3.494 -0.013 0.122 0.019 0.1446
C -0.203 2.731 2.427 0.000 -0.008 0.036 0.0221
N -0.698 1.347 2.454 -0.011 -0.019 -0.027 -0.0885
C -1.685 0.884 3.288 0.036 0.066 -0.005 0.0032
C -1.772 -0.456 3.105 0.023 -0.068 -0.016 -0.0003
N -0.828 -0.797 2.169 -0.065 0.080 -0.024 -0.1100
C -0.481 -2.165 1.773 0.039 -0.049 -0.003 0.0047
C -0.190 0.316 1.762 0.096 -0.106 0.104 -0.5712
Se 1.296 0.363 0.584 -0.145 0.034 -0.103 1.0440
H -0.848 3.324 3.069 -0.007 0.000 -0.011 0.1074
H -0.240 3.116 1.414 0.016 0.005 -0.002 0.0681
H 0.814 2.757 2.811 -0.002 0.003 0.007 0.1077
H -2.228 1.540 3.945 -0.002 -0.002 0.000 0.1428
H -2.406 -1.189 3.572 -0.005 0.003 0.000 0.1412
H -1.005 -2.849 2.433 0.007 0.003 -0.006 0.1081
H 0.594 -2.302 1.869 -0.004 -0.004 0.019 0.0968
H -0.750 -2.362 0.737 -0.029 0.029 0.005 0.0729
O 0.682 -2.084 -1.246 -0.227 -0.108 -0.107 -0.4197
N 1.914 -2.467 -0.863 -0.013 -0.021 -0.169 0.0099
C 2.337 -3.505 -1.487 -0.051 0.030 0.047 -0.2725
C 1.585 -4.129 -2.545 0.083 -0.050 -0.026 -0.1449
N 0.987 -4.620 -3.392 -0.049 0.024 0.012 0.2072
C 3.606 -4.052 -1.097 0.024 0.049 -0.023 -0.1410
N 4.620 -4.491 -0.790 -0.012 -0.029 0.009 0.2038
```
Positions in Å, forces in eV/Å.

Output
Highest occupied orbital energy (alpha / beta): -12.4 / -12.5 eV
E: -99467.696 eV
Frontier orbital gap (alpha / beta): 6.91 / 6.69 eV
Charge: +1
Spin multiplicity: 2



(5)
This record from the OMol25 dataset describes C4H9NOP as an isolated structure. The level of theory is wB97M-V/def2-TZVPD.

Geometry as XYZ:
```
16
Properties=species:S:1:pos:R:3:forces:R:3:lowdin_charge:R:1
C -1.053 -1.423 -0.032 -0.997 -1.678 0.181 -0.0921
C 0.066 -0.784 -0.035 1.896 1.370 -0.231 -0.3429
C 1.384 -1.391 0.076 2.556 -3.319 -1.052 -0.0315
C 0.758 1.752 -0.055 2.420 -1.589 1.202 -0.0516
N -0.142 0.611 -0.153 -2.295 1.179 1.276 -0.2367
O -2.227 -0.655 -0.013 -0.677 -1.509 -0.263 -0.1639
P -1.805 0.810 -0.017 3.434 -0.091 -3.341 1.0345
H -1.182 -2.450 0.096 -0.428 -1.315 -0.037 0.1310
H 2.189 -1.345 -0.747 -1.711 0.745 0.723 0.1296
H 1.941 -1.185 0.973 -0.078 0.597 0.612 0.0833
H 1.290 -2.540 0.128 -0.331 1.676 0.001 0.1269
H 0.712 2.345 -0.950 0.144 0.326 -0.295 0.0853
H 1.755 1.218 0.063 -0.783 1.190 -0.566 0.1150
H 0.703 2.361 0.877 -0.520 -0.438 -0.656 0.1052
H -2.438 1.234 1.026 -1.398 2.025 2.399 0.0329
H -1.950 1.442 -1.236 -1.233 0.831 0.046 0.0749
```
Positions in Å, forces in eV/Å.

Output
Highest occupied orbital energy: -13.2 eV
E: -17111.376 eV
Frontier orbital gap: 8.94 eV
Charge: +1



Please write out number 3 again, unchanged.
This record from the OMol25 dataset describes one molecule with the formula C4H8N2O. The level of theory is wB97M-V/def2-TZVPD.

Geometry as XYZ:
```
15
Properties=species:S:1:pos:R:3:forces:R:3:lowdin_charge:R:1
C 1.832 0.476 0.821 0.222 0.069 0.006 -0.1210
N 0.380 0.490 0.774 -0.056 -0.231 -0.004 -0.0840
C -0.153 0.022 -0.488 -0.085 -0.096 -0.113 -0.3653
C -0.140 1.095 -1.507 -0.063 0.747 -0.620 -0.1722
N -0.190 1.935 -2.300 0.105 -0.855 0.746 0.1573
C -1.605 -0.448 -0.295 -0.063 0.239 -0.199 -0.2201
O -1.681 -1.422 0.724 0.069 -0.238 -0.084 -0.0538
H 2.239 1.240 0.150 -0.080 -0.093 0.072 0.0815
H 2.155 0.720 1.835 0.008 -0.027 -0.109 0.0808
H 2.273 -0.497 0.533 -0.108 0.173 0.069 0.0815
H -0.003 -0.120 1.492 0.073 0.122 -0.068 0.1052
H 0.431 -0.827 -0.903 -0.090 0.181 0.068 0.1484
H -2.002 -0.811 -1.253 0.050 0.047 0.182 0.1294
H -2.217 0.395 0.037 0.102 -0.076 -0.043 0.1340
H -1.319 -2.248 0.381 -0.084 0.037 0.097 0.0983
```
Positions in Å, forces in eV/Å.

Output
Highest occupied orbital energy: -9.7 eV
E: -9304.542 eV
Frontier orbital gap: 10.24 eV
SMILES: CN[C@H](C#N)CO
Charge: 0



- E of number 2 (C6H10N2)?
  -9355.178 eV